Entry 1:
The following is a DFT calculation (ωB97M-V with the def2-TZVPD basis set) of a cluster of 2 separate species, C2H6N4S in total in a non-equilibrium geometry.

Geometry as XYZ:
```
13
Properties=species:S:1:pos:R:3:forces:R:3
C -0.231 1.852 0.046 -2.227 -0.603 -0.758
C 0.566 -1.875 0.603 -1.623 -0.863 -5.177
H -2.630 0.006 0.571 -0.568 -0.818 0.238
H -1.060 -0.376 -0.014 -1.293 -0.354 -0.282
H 0.015 2.916 -0.178 -0.449 -0.884 1.150
H 1.842 -0.517 1.397 -4.766 0.957 -1.810
H 0.788 -2.301 1.550 -0.001 -1.072 0.519
H 0.067 -1.847 -1.270 0.366 -1.281 0.994
N -1.864 0.261 -0.009 0.826 -1.284 0.249
N -1.469 1.446 0.378 3.824 4.146 -1.659
N 0.589 -0.424 0.818 7.027 -1.359 0.538
N 0.236 -2.595 -0.516 0.995 4.357 3.657
S 1.032 0.715 -0.666 -2.111 -0.943 2.343
```
Positions in Å, forces in eV/Å.

LUMO   -0.016 Eh
2S+1   1
Energy above the lowest of the compared OMol25 structures with the same formula, charge and spin   124.3 kcal/mol
Charge   0

Results of the Mulliken charge analysis, in e, for atoms 1 through 2: -0.117, 0.024

=====

Entry 2:
The following is a DFT calculation (ωB97M-V with the def2-TZVPD basis set) of a cluster of 8 separate species, C25H53B2Br2O11S in total in a non-equilibrium geometry.

Geometry as XYZ:
```
94
Properties=species:S:1:pos:R:3:forces:R:3
C 2.456 -0.032 -2.274 0.237 0.290 0.093
C 3.910 0.392 -1.853 -1.030 -0.264 0.203
Br 5.155 0.560 -3.407 -0.665 -0.292 1.015
C 4.557 -0.537 -0.776 1.009 0.067 -0.632
Br 4.368 -2.475 -1.210 0.158 0.984 0.527
S 3.787 -0.364 0.908 -0.981 0.385 -0.668
C 3.657 1.399 1.414 -0.147 1.137 1.023
B 2.167 1.761 1.978 -1.789 0.303 0.495
O 1.919 2.989 2.631 1.316 -2.156 -1.097
O 1.061 0.902 1.834 1.409 1.366 -0.182
B 5.016 -1.286 2.039 2.345 -0.561 1.312
O 6.390 -1.123 1.791 -2.803 -0.531 -0.143
O 4.516 -2.106 3.056 0.655 0.765 -2.393
H 2.377 -1.069 -2.668 0.238 0.701 0.370
H 2.058 0.672 -3.055 0.578 -0.733 1.016
H 1.820 0.057 -1.353 0.378 -0.198 -0.686
H 3.841 1.409 -1.413 0.385 -0.662 -0.528
H 5.652 -0.379 -0.641 -0.917 -0.003 -0.256
H 4.357 1.654 2.255 -0.214 -0.545 -0.904
H 3.882 2.132 0.598 0.241 -0.934 0.255
H 2.751 3.480 2.652 -0.231 0.303 0.308
H 0.920 0.707 0.898 -0.230 -0.538 0.190
H 6.767 -2.005 1.944 0.511 0.322 0.391
H 4.029 -2.814 2.598 -0.485 0.023 0.679
C -1.438 7.338 2.453 -0.191 0.086 -0.235
C -0.691 6.375 1.569 -0.124 0.072 -0.341
O -0.963 6.255 0.395 0.083 -0.043 0.138
C 0.411 5.565 2.200 0.024 -0.038 -0.275
H -2.200 7.850 1.867 0.059 -0.047 0.020
H -1.926 6.795 3.265 0.142 0.087 0.125
H -0.750 8.080 2.861 -0.026 -0.097 0.181
H 0.005 4.943 2.999 0.127 0.102 0.113
H 1.182 6.230 2.596 -0.088 -0.029 0.204
H 0.858 4.918 1.448 -0.099 0.055 0.015
C -2.970 1.351 1.553 0.119 -0.047 -0.358
C -2.447 -0.009 1.932 0.202 -0.210 -0.170
O -1.898 -0.725 1.116 -0.039 0.193 0.127
C -2.630 -0.449 3.360 0.174 -0.287 -0.170
H -2.770 1.534 0.497 -0.019 -0.020 0.061
H -4.048 1.395 1.718 0.046 0.127 0.163
H -2.468 2.120 2.143 -0.177 0.010 0.112
H -3.693 -0.485 3.604 0.041 0.158 0.139
H -2.112 0.240 4.030 -0.199 0.079 0.047
H -2.208 -1.444 3.487 -0.095 0.061 0.087
C -2.509 -6.196 3.539 -0.182 -0.004 0.277
C -2.152 -4.737 3.629 -0.118 0.131 0.332
O -2.451 -4.071 4.599 0.073 -0.046 -0.245
C -1.409 -4.134 2.466 0.002 0.270 0.124
H -3.040 -6.494 4.443 0.045 0.041 -0.046
H -3.157 -6.367 2.677 0.167 -0.064 -0.102
H -1.602 -6.796 3.451 -0.054 -0.029 -0.194
H -2.010 -4.216 1.558 0.127 -0.135 -0.061
H -0.452 -4.644 2.333 -0.093 -0.113 -0.164
H -1.220 -3.081 2.667 0.020 -0.072 -0.076
C -4.879 -2.367 -0.179 0.300 -0.144 -0.172
C -5.238 -3.718 0.382 0.206 -0.191 0.095
O -4.501 -4.673 0.245 0.057 0.284 0.212
C -6.545 -3.839 1.118 0.061 -0.339 0.038
H -3.914 -2.429 -0.680 -0.041 0.018 0.069
H -5.632 -2.050 -0.903 -0.079 0.121 0.158
H -4.807 -1.639 0.632 -0.160 0.082 -0.077
H -7.372 -3.589 0.451 -0.019 0.160 0.103
H -6.548 -3.173 1.983 -0.125 0.116 -0.105
H -6.672 -4.864 1.465 0.012 0.061 -0.036
C 6.483 4.576 0.241 -0.279 -0.245 0.181
C 5.915 3.876 -0.962 -0.034 -0.041 -0.083
O 5.024 3.049 -0.854 0.129 0.295 0.110
C 6.486 4.232 -2.304 -0.315 -0.277 -0.151
H 5.978 4.221 1.141 0.045 0.032 -0.041
H 7.549 4.358 0.329 0.027 0.197 -0.068
H 6.327 5.652 0.153 0.203 0.006 -0.044
H 7.552 3.999 -2.328 0.030 0.206 0.020
H 6.330 5.294 -2.504 0.214 0.030 0.066
H 5.983 3.651 -3.078 0.037 0.013 0.065
C 1.815 4.051 -3.599 0.020 -0.274 0.220
C 2.055 3.070 -4.715 0.029 -0.214 -0.049
O 2.198 1.884 -4.494 -0.071 0.490 -0.331
C 2.113 3.615 -6.116 0.064 -0.344 -0.109
H 1.797 3.520 -2.647 -0.008 0.033 -0.052
H 2.617 4.790 -3.574 -0.140 0.134 -0.081
H 0.853 4.548 -3.740 0.113 0.167 -0.031
H 2.929 4.336 -6.201 -0.151 0.150 -0.003
H 1.165 4.093 -6.368 0.103 0.181 0.024
H 2.292 2.799 -6.815 -0.013 0.042 0.062
C -6.505 -7.552 -4.085 -0.260 -0.220 0.002
C -6.656 -7.027 -2.680 -0.241 -0.092 0.160
O -7.551 -7.408 -1.959 0.112 0.068 -0.088
C -5.650 -6.011 -2.208 -0.278 -0.060 0.110
H -7.296 -8.274 -4.288 0.045 0.050 0.033
H -6.588 -6.731 -4.799 0.200 -0.022 -0.028
H -5.540 -8.048 -4.196 0.054 0.161 -0.112
H -5.695 -5.121 -2.840 0.191 -0.066 -0.101
H -4.646 -6.439 -2.234 0.044 0.153 -0.109
H -5.879 -5.727 -1.187 0.003 -0.144 -0.073
```
Positions in Å, forces in eV/Å.

LUMO   -0.132 Eh
2S+1   1
Charge   +1

Results of the Mulliken charge analysis, in e, for atoms 1 through 2: -0.481, 0.407